Entry from the OMol25 dataset: an isolated molecule of C2H8N3P in a non-equilibrium geometry (ωB97M-V/def2-TZVPD).

Summary:
2S+1   1
Orbital gap (alpha / beta)   8.185 / 8.191 eV

Each line ends with the Löwdin charge.
Geometry (Å):
1 C -1.53770 -1.23900 0.20284  -0.159
2 C -1.35478 0.01631 -0.52877  -0.459
3 N 2.83606 -0.49960 -1.49449  -0.342
4 N 2.21880 1.23431 0.53370  -0.206
5 N -0.24107 0.75296 -0.11460  -0.150
6 P 1.71853 0.16419 -0.61811  0.678
7 H -1.48238 -1.00956 1.27342  0.071
8 H -2.51630 -1.66543 -0.11864  0.086
9 H -0.75722 -2.03190 0.09300  0.082
10 H -1.38031 -0.24740 -1.57318  0.101
11 H -2.37061 0.61300 -0.36769  0.152
12 H 3.17097 1.31669 0.70651  0.009
13 H 1.60217 1.91907 1.13349  0.114
14 H 0.09385 0.67636 0.87250  0.023

Force components x, y, z for each atom (eV/Å):
C -0.48 -2.22 1.11
C -2.57 0.22 0.09
N -3.41 1.19 1.84
N -3.14 1.86 1.76
N 5.05 0.53 -0.51
P 0.42 0.26 -1.03
H -0.65 -0.23 0.05
H 0.60 -0.02 0.73
H -0.36 0.73 -0.51
H 0.51 0.57 -0.69
H 2.13 -0.60 -0.27
H 1.83 0.08 0.23
H 1.67 -2.04 -2.04
H -1.60 -0.32 -0.75

---

Entry from the OMol25 dataset: a cluster of 4 separate species, C24H32F24NO6P in total (ωB97M-V/def2-TZVPD).

Summary:
2S+1   1
Orbital gap   9.242 eV

Each line ends with the Löwdin charge.
Geometry (Å):
1 C 8.73686 -2.64591 -0.78360  -0.125
2 C 8.37454 -2.31271 -2.23319  -0.266
3 C 7.13793 -3.05713 -2.78514  -0.221
4 C 5.99459 -3.17083 -1.77932  -0.242
5 C 4.65001 -3.55314 -2.42394  -0.206
6 C 3.47796 -3.46647 -1.41826  -0.185
7 C 2.35708 -2.47972 -1.75582  -0.194
8 N 2.57046 -1.06541 -1.37121  -0.156
9 C 2.63014 -0.87807 -0.01069  -0.628
10 O 2.36906 -1.71818 0.81027  0.106
11 O 3.06220 0.36121 0.36089  0.057
12 P 3.76452 -0.19047 -2.34285  0.919
13 C 3.11400 1.51141 -2.29763  -0.260
14 O 3.10658 -0.60847 -3.79918  -0.299
15 H 9.71198 -2.20941 -0.53986  0.068
16 H 8.81073 -3.72747 -0.61847  0.076
17 H 8.02121 -2.22448 -0.06970  0.069
18 H 8.21705 -1.23039 -2.31825  0.102
19 H 9.23820 -2.54961 -2.86569  0.099
20 H 7.47208 -4.05569 -3.09397  0.113
21 H 6.79155 -2.51549 -3.67219  0.102
22 H 6.22317 -3.93252 -1.02764  0.117
23 H 5.85508 -2.19789 -1.28946  0.092
24 H 4.46501 -2.90395 -3.29029  0.080
25 H 4.73639 -4.57008 -2.82498  0.112
26 H 3.87327 -3.29582 -0.41581  0.096
27 H 2.99419 -4.45194 -1.37853  0.095
28 H 1.45770 -2.78777 -1.21192  0.115
29 H 2.11490 -2.53543 -2.81751  0.109
30 H 2.36539 1.01646 0.22295  0.070
31 H 3.20470 1.89240 -3.32049  0.043
32 H 3.73879 2.12852 -1.64436  0.042
33 H 2.06760 1.59844 -1.98839  0.032
34 H 3.82131 -0.88238 -4.38261  0.044
35 C -2.19774 3.44444 -0.34988  -0.032
36 C -3.12933 4.24092 0.57340  -0.433
37 C -2.83050 5.72604 0.80261  -0.303
38 F -1.61630 5.89935 1.35488  0.106
39 F -3.75804 6.21147 1.65871  0.101
40 F -3.27344 3.60667 1.75265  0.144
41 F -4.34977 4.22925 -0.05288  0.087
42 O -1.18071 2.65986 0.24910  0.061
43 C 0.05135 3.14970 0.55202  -0.523
44 C 0.36617 3.09299 2.05446  -0.285
45 F -0.57144 3.75064 2.75660  0.111
46 F 1.56133 3.68648 2.25598  0.108
47 F 0.27153 4.36306 0.03275  0.167
48 F 0.95934 2.30645 -0.04075  0.093
49 H -2.84687 2.70420 -0.81499  0.152
50 H -1.80639 4.07014 -1.15280  0.150
51 H -2.88882 6.28123 -0.13729  0.177
52 H 0.41006 2.05375 2.38800  0.180
53 C -8.86310 4.94574 0.17651  -0.040
54 C -7.86471 5.96347 -0.39183  -0.437
55 C -6.70801 6.41357 0.50294  -0.315
56 F -7.14893 7.01507 1.62366  0.105
57 F -5.95856 7.30783 -0.18866  0.094
58 F -8.52053 7.03248 -0.88867  0.138
59 F -7.25619 5.32868 -1.44007  0.097
60 O -10.08489 5.42453 0.70676  0.052
61 C -10.22947 5.80102 2.01330  -0.547
62 C -10.59123 7.28677 2.15634  -0.288
63 F -9.68692 8.06809 1.53811  0.103
64 F -10.60508 7.60015 3.47046  0.101
65 F -9.16319 5.47251 2.76111  0.155
66 F -11.28952 5.11847 2.50641  0.140
67 H -9.17340 4.36630 -0.69198  0.150
68 H -8.37139 4.25185 0.85968  0.149
69 H -6.08065 5.56555 0.77150  0.144
70 H -11.57829 7.46858 1.72727  0.174
71 C 1.34864 -5.25735 1.32525  -0.037
72 C 2.65077 -6.05169 1.50699  -0.442
73 C 2.91736 -7.23255 0.56939  -0.307
74 F 1.96988 -8.18265 0.68238  0.099
75 F 4.10822 -7.78434 0.89607  0.099
76 F 2.79484 -6.43336 2.79268  0.141
77 F 3.63827 -5.15738 1.22000  0.097
78 O 0.25052 -5.55911 2.16935  0.056
79 C -0.67294 -6.51750 1.86987  -0.548
80 C -0.68865 -7.65720 2.89891  -0.287
81 F 0.53160 -8.20801 3.03220  0.103
82 F -1.54663 -8.61108 2.47179  0.098
83 F -0.54365 -6.98317 0.61481  0.151
84 F -1.89380 -5.93494 1.95389  0.137
85 H 1.61886 -4.23813 1.60367  0.142
86 H 1.05103 -5.22587 0.27587  0.142
87 H 2.96322 -6.88901 -0.46795  0.165
88 H -1.02014 -7.27560 3.86627  0.174

Force components x, y, z for each atom (eV/Å):
C 0.17 0.10 0.01
C -0.07 -0.02 0.02
C 0.46 0.07 0.36
C -0.41 0.10 -0.45
C 0.26 0.14 0.11
C 0.11 -0.38 -0.32
C -0.50 -0.23 0.31
N 0.71 -0.29 -0.10
C -0.27 -0.39 0.01
O -0.15 -0.08 0.12
O 0.15 0.29 0.08
P -0.30 0.22 -0.04
C 0.01 0.43 0.12
O 0.19 -0.03 -0.19
H -0.12 -0.09 -0.01
H -0.06 0.15 -0.01
H 0.01 -0.19 -0.14
H -0.02 -0.11 0.04
H -0.14 0.08 -0.01
H -0.25 0.06 -0.10
H 0.00 -0.18 -0.04
H 0.06 0.26 0.14
H 0.10 -0.18 0.12
H 0.00 -0.08 0.10
H -0.08 0.11 0.00
H -0.16 0.11 -0.04
H 0.03 0.13 0.05
H 0.12 0.07 -0.08
H 0.08 0.21 0.09
H 0.11 0.01 -0.08
H 0.03 -0.03 0.14
H -0.14 -0.07 -0.06
H 0.17 -0.16 -0.16
H -0.09 -0.13 -0.10
C 0.01 -0.20 -0.57
C 0.15 -0.23 0.20
C -0.10 0.07 -0.04
F 0.10 -0.08 0.02
F -0.01 0.01 0.00
F 0.03 0.06 -0.04
F -0.01 0.01 -0.06
O -0.13 0.19 0.59
C -0.11 -0.10 -0.30
C 0.03 -0.10 0.06
F -0.03 0.09 -0.03
F 0.01 0.00 0.02
F -0.06 0.07 0.08
F 0.00 0.07 -0.04
H -0.01 0.01 0.01
H 0.04 0.14 0.14
H 0.00 0.00 0.01
H 0.00 0.00 -0.01
C -0.12 -0.61 -0.04
C -0.30 0.23 0.02
C 0.12 0.04 -0.01
F -0.13 0.03 0.00
F 0.01 -0.03 0.01
F 0.05 -0.03 0.06
F 0.04 -0.07 -0.02
O 0.17 0.60 -0.09
C -0.02 -0.31 -0.09
C -0.09 0.07 -0.01
F 0.09 -0.04 0.01
F -0.01 0.01 0.00
F 0.09 0.08 -0.02
F -0.02 -0.06 0.09
H 0.01 0.01 0.00
H 0.09 0.16 0.07
H -0.01 -0.05 0.03
H 0.00 -0.02 0.00
C -0.18 0.54 -0.20
C -0.32 0.00 0.28
C 0.13 0.01 -0.08
F -0.10 -0.01 0.06
F -0.01 0.00 -0.01
F -0.01 -0.04 -0.09
F 0.24 -0.02 0.02
O 0.29 -0.48 0.26
C 0.01 0.31 -0.11
C -0.04 -0.02 0.10
F 0.05 0.00 -0.09
F 0.00 -0.01 0.01
F 0.09 -0.08 0.00
F -0.10 0.00 -0.07
H 0.00 -0.01 -0.03
H 0.05 -0.18 -0.01
H -0.03 0.01 0.00
H 0.00 0.01 -0.01

---

Entry from the OMol25 dataset: an isolated molecule of C4H9NO2S2 in a non-equilibrium geometry (ωB97M-V/def2-TZVPD).

Summary:
2S+1   1
Orbital gap   9.775 eV

Each line ends with the Löwdin charge.
Geometry (Å):
1 C -1.42039 0.62692 -0.52389  -0.651
2 C 0.14182 -0.84734 1.82381  -0.050
3 C 1.20402 -0.74180 0.75050  -0.246
4 C 0.05542 0.74785 -0.85848  -1.084
5 N 0.75830 -0.47758 -0.62981  -0.131
6 O -2.07792 1.54891 -0.08764  0.058
7 O -1.89566 -0.57467 -0.83959  0.081
8 S -0.04607 0.99810 -2.67746  0.838
9 S 0.69098 2.29935 -0.22544  0.778
10 H -0.17326 0.00653 2.23638  0.036
11 H -0.76157 -1.28820 1.50701  0.073
12 H 0.64249 -1.37518 2.57533  0.069
13 H 1.72912 -1.75205 0.70516  0.137
14 H 2.00514 -0.06103 0.85940  0.079
15 H 1.56724 -0.52041 -1.27206  0.116
16 H -1.07143 -1.14642 -0.87795  0.123
17 H -0.88953 0.13212 -3.02675  -0.169
18 H -0.45873 2.42491 0.56149  -0.057

Force components x, y, z for each atom (eV/Å):
C -0.83 0.88 0.71
C 1.70 -1.20 -1.90
C 0.54 -1.98 -1.43
C -0.26 0.12 -1.07
N 0.09 -0.72 -0.40
O 0.11 -1.30 -0.39
O 0.42 -0.55 0.46
S 2.20 2.45 0.00
S -0.39 0.32 1.27
H -0.79 3.80 1.40
H -0.78 -1.27 -0.53
H 0.14 -1.14 1.41
H -0.75 1.07 -0.11
H 0.68 1.05 1.39
H -0.76 -0.07 0.51
H -0.67 0.37 -0.26
H -1.73 -2.11 -0.40
H 1.10 0.27 -0.66

---

Entry from the OMol25 dataset: an isolated molecule of C3H6ClN3S in a non-equilibrium geometry (ωB97M-V/def2-TZVPD).

Summary:
2S+1   1
Orbital gap   9.387 eV

Each line ends with the Löwdin charge.
Geometry (Å):
1 C 0.17828 -0.28420 -0.05286  -0.515
2 C 1.19324 -1.37426 0.03462  -0.549
3 C -0.14601 2.15194 0.07164  -0.298
4 H -2.92315 -1.78369 -0.07771  -0.139
5 H 1.11503 -2.10331 -0.79260  0.078
6 H 1.03129 -2.01689 0.94113  0.090
7 H 1.64158 1.15478 -0.02254  0.058
8 H 0.37405 3.08133 0.19051  0.102
9 H -1.86710 1.34251 -0.12129  0.011
10 N -1.08345 -0.50632 -0.14081  -0.323
11 N 0.64509 1.02912 -0.10177  0.039
12 N -1.39560 2.22536 0.03704  0.100
13 S -1.62885 -2.14775 0.03655  0.730
14 Cl 2.86558 -0.76861 -0.00190  0.617

Force components x, y, z for each atom (eV/Å):
C -0.67 0.82 -0.50
C 0.33 -1.39 0.37
C -0.64 -0.12 -0.44
H 0.29 -0.21 0.04
H -0.20 0.63 0.11
H 0.23 0.89 -0.50
H -0.08 -0.07 -0.02
H 0.81 0.26 0.15
H 0.22 -0.10 0.03
N 0.33 -0.85 0.38
N 0.11 -0.87 0.28
N -0.94 0.50 0.13
S -0.04 0.83 -0.22
Cl 0.24 -0.33 0.19